46
Properties=species:S:1:pos:R:3:lowdin_spin:R:1 method="wB97M-V/def2-TZVPD" charge=+1 gap_ev="8.5 / 8.5" relative_energy_ev=0.542 e_homo_ev="-10.918 / -11.043" e_tot_ev=-50757.984 spin_multiplicity=2
Mn 0.039 -0.004 -0.432 1.009
C -1.512 -1.195 0.797 -0.003
C -2.157 -0.390 -0.178 0.005
C -1.925 0.959 0.167 -0.013
C -1.134 0.991 1.339 0.001
C -0.870 -0.343 1.715 -0.013
C -0.235 -0.825 2.986 -0.003
C -0.802 2.235 2.113 0.001
C -2.571 2.143 -0.484 -0.003
C -3.040 -0.851 -1.306 0.005
C -1.627 -2.680 0.972 0.000
H 0.467 -1.642 2.809 -0.001
H -1.001 -1.207 3.664 -0.001
H 0.294 -0.029 3.508 0.000
H -1.712 2.798 2.331 0.000
H -0.135 2.910 1.571 0.000
H -0.330 1.999 3.065 0.000
H -3.496 2.402 0.037 -0.001
H -2.832 1.939 -1.523 0.000
H -1.932 3.029 -0.455 0.000
H -4.062 -0.494 -1.170 0.001
H -3.078 -1.938 -1.363 0.000
H -2.697 -0.479 -2.273 0.001
H -2.297 -2.909 1.803 0.000
H -0.665 -3.143 1.209 0.000
H -2.033 -3.168 0.086 0.000
N 0.777 1.804 -1.404 0.006
C 2.223 1.708 -1.645 0.000
C 2.862 1.222 -0.370 0.000
N 2.224 -0.016 0.102 -0.005
C 2.848 -1.255 -0.383 0.000
C 2.217 -1.714 -1.673 0.000
N 0.765 -1.788 -1.462 0.005
H 0.295 2.060 -2.261 0.004
H 0.601 2.553 -0.739 0.001
H 2.671 2.663 -1.929 0.000
H 2.387 1.013 -2.465 0.000
H 2.727 1.978 0.406 0.000
H 3.937 1.093 -0.525 0.000
H 2.271 -0.022 1.115 0.000
H 2.694 -2.021 0.380 0.000
H 3.927 -1.140 -0.525 0.000
H 2.653 -2.674 -1.959 0.000
H 2.411 -1.014 -2.483 0.000
H 0.558 -2.558 -0.829 0.000
H 0.294 -1.999 -2.337 0.003

45
Properties=species:S:1:pos:R:3:nbo_charge:R:1 method="wB97M-V/def2-TZVPD" smiles="CN(C)CCCNC(=O)CCC1CCCCC1" gap_ev=9.1 relative_energy_ev=0.036 e_homo_ev=-8.387 e_tot_ev=-20000.864
C -0.275 5.126 -1.225 -0.413
N 0.789 4.838 -2.161 -0.437
C 1.756 5.912 -2.217 -0.413
C 1.373 3.522 -2.001 -0.210
C 2.096 3.245 -0.673 -0.434
C 2.765 1.868 -0.657 -0.222
N 1.813 0.782 -0.723 -0.624
C 1.378 0.128 0.382 0.684
O 1.813 0.355 1.489 -0.626
C 0.314 -0.918 0.080 -0.490
C -0.042 -1.720 1.329 -0.387
C -1.238 -2.657 1.138 -0.212
C -1.683 -3.220 2.490 -0.392
C -2.883 -4.148 2.335 -0.394
C -2.551 -5.296 1.387 -0.396
C -2.114 -4.747 0.033 -0.393
C -0.915 -3.815 0.191 -0.399
H 0.079 5.301 -0.198 0.164
H -0.980 4.295 -1.215 0.198
H -0.800 6.020 -1.560 0.199
H 1.251 6.814 -2.565 0.200
H 2.223 6.136 -1.246 0.162
H 2.537 5.656 -2.931 0.198
H 2.079 3.381 -2.827 0.187
H 0.560 2.801 -2.128 0.185
H 2.868 3.999 -0.513 0.205
H 1.388 3.296 0.155 0.209
H 3.464 1.778 -1.494 0.188
H 3.309 1.740 0.282 0.237
H 1.372 0.601 -1.610 0.390
H -0.575 -0.402 -0.296 0.215
H 0.686 -1.571 -0.711 0.216
H -0.263 -1.013 2.131 0.220
H 0.831 -2.296 1.641 0.207
H -2.070 -2.082 0.714 0.187
H -1.937 -2.398 3.164 0.207
H -0.853 -3.771 2.938 0.195
H -3.175 -4.543 3.311 0.206
H -3.730 -3.584 1.937 0.191
H -3.421 -5.944 1.264 0.206
H -1.743 -5.895 1.813 0.192
H -1.856 -5.570 -0.638 0.205
H -2.943 -4.196 -0.418 0.192
H -0.628 -3.431 -0.790 0.201
H -0.069 -4.379 0.592 0.195

48
Properties=species:S:1:pos:R:3:nbo_charge:R:1 method="wB97M-V/def2-TZVPD" smiles="CC[C@@H](C)[C@H](NC(=O)NCCCOC(C)C)C(=O)OC" gap_ev=9.9 relative_energy_ev=0.855 e_homo_ev=-9.246 e_tot_ev=-26143.854
C -3.946 -2.751 -0.396 -0.622
C -3.765 -1.972 0.902 -0.394
C -3.774 -0.453 0.714 -0.202
C -3.714 0.247 2.071 -0.615
C -2.601 0.003 -0.185 -0.169
N -1.314 -0.346 0.364 -0.643
C -0.460 -1.140 -0.369 0.792
O -0.829 -1.779 -1.335 -0.677
N 0.796 -1.218 0.147 -0.632
C 1.844 -1.944 -0.532 -0.222
C 2.614 -1.086 -1.542 -0.420
C 3.330 0.092 -0.882 -0.071
O 4.201 -0.417 0.109 -0.551
C 5.133 0.484 0.682 0.112
C 4.469 1.672 1.384 -0.642
C 6.192 0.963 -0.316 -0.642
C -2.659 1.504 -0.411 0.805
O -1.807 2.276 -0.047 -0.616
O -3.768 1.868 -1.055 -0.504
C -3.925 3.259 -1.304 -0.261
H -4.814 -2.389 -0.945 0.195
H -4.096 -3.806 -0.178 0.210
H -3.065 -2.662 -1.026 0.233
H -4.573 -2.228 1.592 0.200
H -2.823 -2.265 1.367 0.207
H -4.696 -0.161 0.201 0.211
H -3.701 1.329 1.955 0.204
H -4.581 -0.021 2.670 0.216
H -2.820 -0.054 2.612 0.207
H -2.687 -0.497 -1.156 0.269
H -0.913 0.362 0.962 0.402
H 1.080 -0.566 0.858 0.387
H 2.538 -2.332 0.215 0.209
H 1.364 -2.772 -1.059 0.230
H 3.352 -1.718 -2.034 0.210
H 1.922 -0.702 -2.292 0.215
H 3.889 0.645 -1.648 0.173
H 2.594 0.777 -0.437 0.158
H 5.625 -0.141 1.438 0.183
H 3.689 1.323 2.057 0.212
H 4.031 2.357 0.662 0.205
H 5.212 2.212 1.963 0.217
H 5.782 1.697 -1.006 0.202
H 7.015 1.423 0.223 0.215
H 6.572 0.118 -0.885 0.219
H -3.084 3.636 -1.889 0.195
H -3.973 3.810 -0.363 0.192
H -4.854 3.365 -1.857 0.198

52
Properties=species:S:1:pos:R:3:lowdin_spin:R:1 method="wB97M-V/def2-TZVPD" gap_ev="6.0 / 7.1" relative_energy_ev=0.443 e_homo_ev="-5.616 / -6.671" e_tot_ev=-57974.982 spin_multiplicity=4
V 0.078 -0.916 -0.131 2.782
C 3.925 -0.615 1.345 0.001
C 2.666 -0.633 0.530 0.011
O 1.758 0.246 0.697 0.010
O 2.338 -1.625 -0.177 0.013
H 4.033 0.258 1.983 0.000
H 4.791 -0.668 0.682 0.000
H 3.915 -1.517 1.955 0.000
C -1.357 -4.858 -0.843 0.001
C -1.977 -3.478 -0.703 0.004
O -1.116 -2.447 -0.982 0.055
H -2.051 -5.644 -0.511 0.000
H -0.501 -5.019 -0.184 0.000
H -1.161 -5.062 -1.896 0.000
H -2.449 -3.389 0.295 0.001
H -2.838 -3.444 -1.395 0.001
C -2.982 2.335 0.673 0.001
C -1.632 1.788 0.298 0.012
O -1.477 0.580 0.135 0.026
N -0.589 2.632 0.180 0.008
C -0.730 4.060 0.154 0.001
H -3.609 1.490 0.966 0.000
H -3.498 2.826 -0.149 0.000
H -2.935 2.922 1.591 0.000
H 0.263 2.190 -0.138 0.001
H -1.557 4.460 0.733 0.000
H -0.760 4.498 -0.847 0.000
H 0.128 4.558 0.619 0.000
C -2.270 -1.471 2.664 0.002
C -0.774 -1.412 2.878 0.007
O -0.023 -1.706 1.943 0.020
N -0.312 -1.205 4.121 0.003
C 1.083 -1.419 4.490 0.000
H -2.536 -0.939 1.753 0.001
H -2.840 -1.085 3.514 0.000
H -2.531 -2.521 2.540 0.000
H -0.921 -0.852 4.834 0.000
H 1.667 -1.688 3.623 0.000
H 1.107 -2.174 5.283 0.000
H 1.436 -0.542 5.041 0.000
O 0.530 0.300 -1.969 0.018
C 0.844 1.072 -2.827 0.010
O 0.850 2.397 -2.646 0.005
C 1.357 3.082 -3.815 0.000
C 1.944 1.958 -4.692 0.000
C 1.165 0.745 -4.264 0.001
H 2.119 3.774 -3.472 0.000
H 0.573 3.597 -4.368 0.000
H 3.024 1.891 -4.539 0.000
H 1.876 2.185 -5.758 0.000
H 1.719 -0.182 -4.375 0.000
H 0.238 0.667 -4.834 0.000

49
Properties=species:S:1:pos:R:3:nbo_charge:R:1 method="wB97M-V/def2-TZVPD" smiles="CNC(=O)[C@@H](CCCCN)NC(=O)[C@H](NC(C)=O)C(C)C" gap_ev=9.6 relative_energy_ev=2.200 e_homo_ev=-8.897 e_tot_ev=-27074.457
C 4.514 2.213 -2.567 -0.399
N 3.056 2.147 -2.428 -0.621
C 2.340 1.103 -2.025 0.664
O 2.749 -0.025 -2.092 -0.611
C 0.931 1.364 -1.491 -0.136
C -0.050 1.433 -2.643 -0.407
C -1.423 2.174 -2.336 -0.393
C -2.657 1.416 -1.856 -0.408
C -2.962 -0.094 -2.235 -0.207
N -2.041 -0.876 -1.427 -0.878
N 0.507 0.297 -0.548 -0.580
C 0.203 0.361 0.691 0.671
O 0.180 1.394 1.356 -0.680
C -0.056 -1.011 1.386 -0.130
N -1.020 -0.831 2.468 -0.624
C -2.113 -1.530 2.795 0.683
C -2.888 -1.056 4.079 -0.724
O -2.525 -2.356 1.976 -0.659
C 1.309 -1.842 1.763 -0.194
C 2.298 -1.185 2.725 -0.623
C 0.735 -3.148 2.304 -0.627
H 4.843 1.719 -3.456 0.202
H 4.947 1.735 -1.724 0.212
H 4.827 3.334 -2.561 0.202
H 2.603 3.045 -2.687 0.395
H 0.840 2.340 -0.971 0.235
H -0.060 0.539 -3.212 0.224
H 0.357 2.093 -3.406 0.206
H -1.740 2.869 -3.141 0.207
H -1.211 2.877 -1.449 0.209
H -3.485 1.927 -2.349 0.208
H -2.626 1.487 -0.781 0.202
H -3.899 -0.422 -1.858 0.183
H -2.808 -0.310 -3.244 0.187
H -2.206 -0.613 -0.467 0.354
H -1.960 -1.855 -1.438 0.374
H 0.187 -0.557 -0.995 0.429
H -0.658 -1.683 0.729 0.229
H -0.962 0.058 2.984 0.410
H -3.664 -0.224 3.918 0.242
H -2.212 -0.715 4.887 0.223
H -3.497 -1.941 4.460 0.245
H 1.771 -2.065 0.879 0.205
H 1.883 -0.745 3.674 0.222
H 2.748 -0.351 2.095 0.216
H 3.105 -1.942 2.822 0.217
H 0.522 -3.123 3.379 0.206
H 1.490 -3.900 2.178 0.207
H -0.222 -3.527 1.839 0.232

53
Properties=species:S:1:pos:R:3:nbo_charge:R:1 method="wB97M-V/def2-TZVPD" charge=+1 gap_ev=8.0 e_homo_ev=-11.232 e_tot_ev=-51287.458
N 0.812 2.403 -6.091 -0.809
C 0.087 1.432 -5.221 -0.235
C 1.107 0.536 -4.446 -0.266
N 0.639 0.114 -3.077 -0.245
O -0.753 -0.112 -3.165 -0.495
C 0.811 1.175 -2.033 0.114
C 0.628 0.884 -0.689 -0.264
C 0.792 1.841 0.282 -0.180
C 1.124 3.190 -0.037 -0.127
C 1.274 3.447 -1.395 -0.191
C 1.140 2.468 -2.353 -0.268
P 1.347 -1.467 -2.482 1.885
O 1.870 -2.310 -3.747 -0.977
O 2.651 -1.200 -1.576 -0.917
S 0.032 -2.518 -1.579 -0.475
H 0.526 3.340 -5.816 0.369
H 1.812 2.385 -5.908 0.350
H -0.540 2.027 -4.551 0.199
H -0.469 0.777 -5.896 0.225
H 2.080 1.039 -4.358 0.229
H 1.292 -0.326 -5.102 0.264
H -1.195 0.644 -2.737 0.506
H 0.362 -0.112 -0.336 0.262
H 0.660 1.533 1.318 0.252
H 1.254 3.954 0.726 0.265
H 1.508 4.478 -1.661 0.239
H 1.301 2.788 -3.384 0.229
H 2.034 -3.208 -3.409 0.546
H 3.253 -0.659 -2.128 0.507
C 0.417 -3.931 4.397 -0.722
C -0.221 -3.220 3.231 0.683
O -0.487 -2.024 3.262 -0.660
N -0.502 -3.947 2.120 -0.611
C -0.271 -5.360 1.879 -0.413
H 0.577 -3.218 5.201 0.249
H -0.237 -4.725 4.761 0.233
H 1.381 -4.348 4.105 0.230
H -0.926 -3.399 1.387 0.396
H 0.382 -5.470 1.012 0.196
H -1.225 -5.843 1.661 0.203
H 0.187 -5.844 2.735 0.218
C -2.231 3.026 4.813 -0.721
C -1.432 2.647 3.593 0.684
O -0.493 3.318 3.187 -0.664
N -1.773 1.520 2.929 -0.603
C -2.833 0.573 3.231 -0.422
H -1.830 3.948 5.225 0.248
H -3.276 3.189 4.547 0.230
H -2.158 2.246 5.571 0.234
H -1.193 1.346 2.124 0.384
H -2.391 -0.412 3.387 0.231
H -3.515 0.520 2.379 0.189
H -3.389 0.863 4.116 0.214

45
Properties=species:S:1:pos:R:3:lowdin_spin:R:1 method="wB97M-V/def2-TZVPD" charge=+2 gap_ev="6.3 / 6.0" e_homo_ev="-16.146 / -16.145" e_tot_ev=-23738.355 spin_multiplicity=2
C 4.176 -0.353 -0.083 0.000
C 2.853 0.420 -0.084 0.000
C 2.143 0.500 -1.450 0.000
C 1.129 -0.595 -1.808 0.001
C 1.756 -1.980 -1.642 0.001
C -0.286 -0.552 -1.151 0.001
C -0.991 0.827 -1.121 0.004
C -1.294 1.465 0.247 0.035
C -0.097 2.252 0.810 0.016
C -2.476 2.432 0.067 0.027
N -1.713 0.464 1.267 0.547
O -1.525 0.797 2.521 0.232
C -1.696 -1.011 0.972 0.038
C -1.720 -1.789 2.277 0.000
C -2.955 -1.348 0.151 0.021
C -0.396 -1.275 0.198 0.034
H 4.683 -0.264 -1.042 0.000
H 4.845 0.023 0.689 0.000
H 4.041 -1.413 0.124 0.000
H 3.075 1.441 0.240 0.000
H 2.197 -0.014 0.677 0.000
H 2.935 0.442 -2.199 0.000
H 1.705 1.489 -1.601 0.000
H 0.935 -0.492 -2.879 0.000
H 1.030 -2.770 -1.841 0.000
H 2.149 -2.146 -0.640 0.000
H 2.565 -2.120 -2.358 0.000
H -0.901 -1.140 -1.832 0.000
H -0.444 1.580 -1.682 0.000
H -1.946 0.733 -1.636 0.000
H 0.505 2.749 0.057 0.000
H -0.543 3.112 1.371 0.000
H 0.564 1.651 1.437 0.001
H -2.285 3.121 -0.753 0.001
H -3.391 1.885 -0.150 0.001
H -2.678 3.013 0.979 0.002
H -2.550 -1.491 2.914 0.000
H -1.865 -2.838 2.033 0.000
H -0.784 -1.703 2.826 0.001
H -3.224 -2.385 0.324 0.002
H -2.825 -1.188 -0.915 0.000
H -3.802 -0.738 0.464 0.000
H -0.418 -2.349 0.008 0.006
H 0.455 -1.087 0.855 0.000
Pb -0.934 2.648 3.359 0.027

44
Properties=species:S:1:pos:R:3:nbo_charge:R:1 method="wB97M-V/def2-TZVPD" smiles="CCCCCCCCCCCCCC(=O)O" gap_ev=11.2 relative_energy_ev=0.085 e_homo_ev=-10.473 e_tot_ev=-19068.423
C -4.568 -2.110 1.693 -0.606
C -5.172 -2.082 0.294 -0.390
C -4.970 -0.743 -0.416 -0.393
C -3.537 -0.535 -0.904 -0.395
C -3.324 0.866 -1.483 -0.400
C -3.160 1.952 -0.408 -0.396
C -1.711 2.401 -0.212 -0.383
C -0.794 1.299 0.312 -0.395
C 0.646 1.784 0.465 -0.383
C 1.580 0.668 0.929 -0.396
C 3.037 1.125 0.949 -0.396
C 4.001 0.091 1.533 -0.382
C 4.016 -1.229 0.759 -0.519
C 4.424 -1.024 -0.678 0.797
O 5.351 -0.365 -1.063 -0.600
O 3.620 -1.690 -1.521 -0.689
H -5.004 -1.325 2.309 0.199
H -4.762 -3.067 2.172 0.209
H -3.492 -1.960 1.660 0.199
H -6.243 -2.282 0.372 0.199
H -4.732 -2.880 -0.309 0.193
H -5.640 -0.692 -1.277 0.199
H -5.250 0.065 0.264 0.192
H -2.840 -0.695 -0.082 0.195
H -3.320 -1.280 -1.673 0.199
H -4.176 1.106 -2.122 0.201
H -2.438 0.864 -2.121 0.199
H -3.748 2.830 -0.685 0.205
H -3.550 1.589 0.545 0.193
H -1.695 3.237 0.493 0.198
H -1.319 2.768 -1.164 0.192
H -1.163 0.948 1.278 0.193
H -0.805 0.455 -0.379 0.194
H 0.681 2.612 1.178 0.194
H 0.999 2.165 -0.497 0.194
H 1.469 -0.181 0.252 0.195
H 1.286 0.342 1.930 0.193
H 3.351 1.372 -0.068 0.201
H 3.113 2.039 1.543 0.205
H 3.729 -0.116 2.570 0.203
H 5.008 0.510 1.520 0.220
H 4.754 -1.898 1.211 0.241
H 3.046 -1.722 0.782 0.226
H 3.907 -1.560 -2.439 0.496